Computed, not measured: C57H73FeN11O3S as an isolated structure at a distorted geometry, with ωB97M-V/def2-TZVPD.

2S+1	2
strongest force on any atom	2.51	eV/Å
gap between HOMO and LUMO (spin up / spin down)	7.45 / 6.03	eV
HOMO level (spin up / spin down)	-9.74 / -9.85	eV
total charge	+1

CARTESIAN COORDINATES (ANGSTROEM)
Fe -0.634 -0.050 0.410
C -4.377 -3.477 0.449
C -3.541 -2.696 -0.575
C -3.441 -3.492 -1.880
C -4.135 -1.317 -0.788
C -5.167 -1.149 -1.701
C -5.742 0.090 -1.926
C -5.284 1.184 -1.218
C -4.261 1.057 -0.287
C -3.840 2.261 0.532
C -4.980 2.656 1.476
C -3.424 3.444 -0.348
C -3.682 -0.201 -0.055
N -2.644 -0.306 0.904
C -2.939 -0.712 2.136
O -4.055 -1.001 2.565
C -1.768 -0.810 3.091
C -2.034 -1.270 4.374
C -0.999 -1.356 5.286
C 0.269 -0.976 4.884
C 0.462 -0.532 3.580
N -0.543 -0.450 2.701
C 1.865 -0.069 3.258
O 2.686 0.031 4.160
N 2.053 0.384 1.904
C 2.713 1.524 1.393
C 3.009 2.644 2.210
C 3.752 3.681 1.658
C 4.141 3.692 0.336
C 3.729 2.662 -0.487
C 3.011 1.583 0.003
C 2.556 0.550 -1.014
C 3.708 -0.363 -1.449
C 1.936 1.218 -2.248
C 2.573 2.840 3.655
C 1.916 4.216 3.848
C 3.762 2.739 4.619
H -3.880 -4.415 0.715
H -5.359 -3.708 0.031
H -4.527 -2.894 1.354
H -2.534 -2.554 -0.179
H -4.426 -3.777 -2.249
H -2.878 -4.413 -1.723
H -2.943 -2.910 -2.657
H -5.543 -2.005 -2.245
H -6.547 0.196 -2.641
H -5.746 2.151 -1.377
H -2.981 1.956 1.127
H -5.855 2.972 0.905
H -4.687 3.483 2.127
H -5.272 1.807 2.095
H -4.207 3.711 -1.057
H -2.517 3.210 -0.910
H -3.228 4.323 0.270
H -3.053 -1.539 4.612
H -1.175 -1.705 6.294
H 1.121 -1.011 5.546
H 4.029 4.512 2.292
H 4.733 4.508 -0.056
H 3.972 2.702 -1.540
H 1.769 -0.077 -0.568
H 4.461 0.217 -1.982
H 3.337 -1.146 -2.113
H 4.178 -0.820 -0.583
H 2.669 1.778 -2.826
H 1.130 1.895 -1.957
H 1.522 0.452 -2.902
H 1.841 2.085 3.929
H 2.670 5.001 3.909
H 1.352 4.230 4.783
H 1.248 4.448 3.023
H 4.553 3.424 4.311
H 4.165 1.733 4.651
H 3.444 3.007 5.628
C 0.079 4.667 -0.139
N -0.597 4.351 1.111
C -1.139 5.462 1.876
C -0.746 3.075 1.485
C -1.382 2.820 2.824
O -0.344 2.154 0.754
H -0.637 4.985 -0.900
H 0.604 3.781 -0.487
H 0.803 5.464 0.029
H -0.699 6.384 1.506
H -0.905 5.372 2.936
H -2.224 5.532 1.762
H -2.380 3.256 2.881
H -0.781 3.250 3.627
H -1.453 1.749 2.970
N -0.180 -2.252 0.573
C -0.350 -3.336 0.941
N -0.538 -4.562 1.327
C -0.669 -5.619 0.311
C -0.929 -6.950 0.999
C -2.109 -6.828 1.963
C -1.873 -5.734 3.029
C -0.614 -4.915 2.746
H 0.237 -5.665 -0.300
H -1.507 -5.369 -0.345
H -0.034 -7.272 1.535
H -1.143 -7.696 0.234
H -2.281 -7.792 2.440
H -3.007 -6.595 1.386
H -1.758 -6.184 4.016
H -2.732 -5.062 3.071
H 0.281 -5.479 3.023
H -0.622 -3.995 3.330
N -0.532 -1.490 -6.875
C -0.421 -0.987 -8.148
C -0.101 -1.575 -9.367
C -0.062 -0.739 -10.463
C -0.333 0.634 -10.352
C -0.654 1.217 -9.146
C -0.705 0.388 -8.023
N -0.992 0.684 -6.713
C -0.881 -0.441 -6.058
C -1.047 -0.541 -4.615
C -1.598 0.534 -3.916
C -1.654 0.481 -2.541
N -1.193 -0.554 -1.829
C -0.714 -1.601 -2.496
C -0.626 -1.645 -3.874
H -0.421 -2.453 -6.615
H 0.104 -2.634 -9.449
H 0.185 -1.149 -11.433
H -0.291 1.245 -11.244
H -0.865 2.273 -9.055
H -1.946 1.395 -4.467
H -2.076 1.297 -1.967
H -0.367 -2.430 -1.891
H -0.197 -2.515 -4.354
C 7.028 0.595 -0.037
N 6.600 0.295 1.303
C 7.608 0.006 2.339
C 6.743 -0.246 3.577
N 5.386 -0.125 3.026
C 5.347 0.182 1.737
S 2.557 -1.239 1.632
H 7.344 -0.311 -0.564
H 7.870 1.289 -0.012
H 6.206 1.058 -0.574
H 8.282 0.859 2.444
H 8.197 -0.870 2.057
H 6.909 0.491 4.366
H 6.896 -1.243 3.992
H 4.555 -0.187 3.598